Entry 1:
{"formula": "C5H9NO", "method": "ωB97M-V with the def2-TZVPD basis set", "e_homo_ev": -8.59, "e_lumo_ev": 0.850, "orbital_gap_ev": 9.443, "charge": 0, "species": ["C", "N", "C", "C", "C", "O", "C", "H", "H", "H", "H", "H", "H", "H", "H", "H"], "positions_angstrom": [[-1.6892, -0.4314, -1.2837], [-0.8193, 0.1448, -0.3111], [-0.7899, 1.0141, 0.7810], [0.3348, 0.9462, -0.2452], [1.6185, 0.2234, 0.0623], [2.6760, 0.6401, -0.3606], [1.5145, -1.0287, 0.9057], [-2.7347, -0.1763, -1.0876], [-1.5964, -1.5247, -1.2102], [-1.4310, -0.1158, -2.3020], [-1.3663, 1.9428, 0.8181], [-0.6881, 0.5223, 1.7503], [0.4746, 1.8106, -0.9048], [2.3762, -1.6641, 0.6976], [1.5433, -0.7399, 1.9632], [0.5769, -1.5635, 0.7269]], "forces_ev_per_a": [[-0.17, -0.04, -0.18], [0.15, -0.34, 0.19], [-0.25, 0.03, 0.30], [0.14, 0.02, -0.15], [0.24, 0.13, -0.02], [-0.31, -0.13, 0.15], [0.10, -0.05, 0.03], [0.11, 0.09, -0.03], [-0.16, 0.15, -0.31], [-0.07, -0.03, 0.16], [0.03, -0.10, -0.23], [0.16, 0.27, 0.03], [-0.12, -0.14, 0.12], [-0.10, 0.06, 0.06], [0.02, -0.04, -0.13], [0.21, 0.13, 0.02]]}

---

Entry 2:
{"formula": "C21H52NO14", "method": "ωB97M-V with the def2-TZVPD basis set", "e_homo_ev": -11.93, "e_lumo_ev": -6.148, "orbital_gap_ev": 5.787, "charge": 1, "species": ["C", "C", "C", "C", "C", "C", "N", "O", "C", "C", "C", "H", "H", "H", "H", "H", "H", "H", "H", "H", "H", "H", "H", "H", "H", "H", "H", "H", "H", "C", "C", "O", "C", "O", "O", "H", "H", "H", "H", "C", "C", "O", "C", "O", "O", "H", "H", "H", "H", "O", "H", "H", "O", "H", "H", "O", "H", "H", "O", "H", "H", "C", "C", "O", "H", "H", "H", "H", "H", "H", "C", "C", "O", "H", "H", "H", "H", "H", "H", "C", "C", "O", "H", "H", "H", "H", "H", "H"], "positions_angstrom": [[-9.3480, -23.4339, -3.9600], [-9.2168, -24.2465, -5.2933], [-10.1429, -23.5616, -6.2945], [-9.8891, -24.1934, -7.7262], [-8.4830, -23.8125, -8.1542], [-7.3002, -24.0088, -7.1963], [-7.7780, -24.2746, -5.7864], [-6.8692, -24.6327, -4.8074], [-6.3279, -22.8130, -7.1743], [-6.5755, -25.3473, -7.6771], [-9.6657, -25.7000, -5.1728], [-9.1352, -24.0761, -3.1054], [-10.4188, -23.3254, -3.7876], [-8.7566, -22.5406, -3.7587], [-9.9022, -22.5120, -6.4636], [-11.1169, -23.6855, -5.8213], [-10.6132, -23.7814, -8.4291], [-9.9961, -25.2706, -7.8544], [-8.4829, -22.7313, -8.2927], [-8.3683, -24.3012, -9.1218], [-5.8912, -22.6747, -8.1633], [-5.4650, -22.9714, -6.5275], [-6.7961, -21.9142, -6.7728], [-6.1851, -25.1688, -8.6790], [-7.3054, -26.1504, -7.7791], [-5.6899, -25.6637, -7.1260], [-9.4450, -26.3802, -5.9954], [-10.7379, -25.7353, -4.9795], [-9.1922, -26.2387, -4.3521], [-5.4720, -29.7140, -10.5112], [-4.8558, -29.0105, -9.3773], [-5.7607, -27.9448, -9.2151], [-6.3617, -27.6922, -10.4228], [-6.9650, -26.6617, -10.7536], [-6.1520, -28.7385, -11.2745], [-6.1349, -30.5276, -10.2167], [-4.6385, -30.1431, -11.0674], [-3.8665, -28.5827, -9.5399], [-4.8238, -29.5917, -8.4557], [-7.3001, -27.7923, -2.8022], [-5.8963, -27.3654, -2.4720], [-5.2314, -27.5398, -3.7399], [-6.0954, -28.1083, -4.6483], [-5.7887, -28.4588, -5.7711], [-7.2956, -28.2470, -4.1147], [-8.0071, -26.9777, -2.6451], [-7.5330, -28.6730, -2.2038], [-5.4664, -28.0927, -1.7833], [-5.8623, -26.4164, -1.9368], [-9.9585, -20.5030, -8.0218], [-9.9747, -21.0105, -8.8332], [-10.8804, -20.3392, -7.8228], [-9.7930, -27.0798, -10.5313], [-10.4573, -26.4569, -10.2366], [-8.9871, -26.5657, -10.5810], [-9.5762, -20.5280, -5.0213], [-9.0906, -19.7062, -4.9503], [-10.4303, -20.2726, -5.3700], [-8.6114, -23.7933, -0.6627], [-8.1870, -24.5368, -0.2346], [-9.5383, -23.8869, -0.4429], [-12.5442, -28.5896, -5.3190], [-13.6076, -27.5761, -5.5237], [-13.1730, -26.4728, -6.2075], [-11.6470, -28.1618, -4.8719], [-12.1498, -28.9242, -6.2785], [-12.8827, -29.4657, -4.7658], [-13.9614, -27.2395, -4.5492], [-14.3823, -28.0930, -6.0900], [-13.8004, -25.8113, -5.9069], [-13.5007, -22.1014, -7.4640], [-13.7348, -20.6603, -7.1433], [-12.5816, -20.2186, -6.4235], [-14.3133, -22.6218, -7.9709], [-13.5090, -22.7585, -6.5943], [-12.5707, -22.2139, -8.0212], [-14.5922, -20.5460, -6.4801], [-13.7415, -20.1858, -8.1245], [-12.7794, -19.6487, -5.6768], [-3.8168, -20.2774, -6.5280], [-2.4377, -19.9478, -6.9713], [-1.7993, -18.8323, -6.2871], [-4.0406, -21.3359, -6.3955], [-4.6145, -19.8660, -7.1465], [-3.8521, -19.7713, -5.5633], [-2.4167, -19.8104, -8.0524], [-1.8879, -20.8330, -6.6516], [-0.8511, -18.8214, -6.4367]], "forces_ev_per_a": [[0.21, -1.99, 1.12], [0.03, 1.36, 0.12], [1.12, -1.09, -1.98], [-0.62, 0.21, 1.20], [-0.71, 1.46, -0.08], [0.72, -2.09, -0.16], [4.67, -1.98, 6.01], [-5.48, 2.39, -6.55], [0.38, -0.17, 0.76], [0.18, 0.53, 0.04], [0.35, -1.25, 0.90], [0.59, -0.30, -0.08], [-0.01, 0.76, -0.48], [-0.33, 0.07, -0.89], [-0.14, 0.17, 0.60], [-0.16, 0.10, -0.65], [0.15, 0.22, -0.10], [-0.25, -0.14, 0.66], [-0.16, 0.10, -0.45], [0.88, 0.07, 0.12], [-0.50, 0.12, -0.13], [-0.14, -0.51, 0.13], [-0.26, 0.10, -0.46], [-0.35, 0.30, -0.11], [0.09, -0.03, 0.23], [-0.38, 0.11, 0.59], [-0.13, 0.55, -0.50], [-0.03, 0.19, -0.22], [0.16, 0.45, 0.34], [1.26, -2.22, -1.07], [0.24, 0.25, 1.37], [-1.51, 1.98, -0.67], [-0.79, 1.68, -1.09], [1.66, -2.77, 1.47], [-0.18, 1.22, 1.06], [-0.23, 0.22, 0.00], [-0.41, -0.15, -0.60], [0.06, -0.13, -0.33], [-0.09, 0.03, -0.06], [-0.80, -0.39, 1.74], [0.39, -1.30, 0.20], [-0.23, 0.54, -0.37], [1.83, -0.26, -1.57], [-0.46, 0.84, 2.02], [-0.65, 0.03, -1.07], [-0.24, -0.21, -0.21], [-0.55, 0.34, 0.27], [0.25, 0.04, -0.05], [0.47, 0.46, -0.99], [0.38, -0.19, -0.03], [0.02, 0.00, -0.35], [-0.47, 0.19, 0.31], [-0.28, -0.12, 0.22], [-0.32, 0.05, 0.00], [0.56, 0.01, -0.22], [0.17, -0.20, 0.33], [0.18, 0.24, -0.02], [-0.30, -0.03, -0.30], [0.11, 0.05, -0.30], [0.15, -0.13, 0.22], [-0.28, 0.05, 0.14], [1.52, -0.34, -0.48], [-0.84, -1.83, 1.05], [0.63, 1.83, -0.73], [-0.10, 0.06, 0.59], [-0.29, -0.24, -0.24], [-0.02, 0.17, 0.05], [-0.47, -0.32, 0.18], [-0.59, 0.16, 0.17], [0.22, 0.56, -0.57], [-0.45, -1.60, 0.37], [0.42, -0.58, 0.32], [0.95, 0.15, 0.08], [-0.13, 0.69, -0.85], [0.75, 0.34, 0.57], [-0.05, -0.18, 0.01], [-0.34, 0.32, -0.66], [-0.67, 0.79, 0.35], [-0.43, 0.09, -0.21], [-1.13, 1.31, 0.94], [1.93, -0.67, -0.17], [-1.56, -0.17, -0.12], [0.48, 0.05, -0.01], [0.07, 0.20, -0.06], [-0.62, -0.25, 0.35], [0.39, -0.01, -0.04], [0.56, -0.11, -0.63], [-0.07, -0.31, -0.25]]}

---

Entry 3:
{"formula": "C25H29GeN3O3RuS", "method": "ωB97M-V with the def2-TZVPD basis set", "e_homo_ev": [-10.88, -11.57], "multiplicity": 6, "e_lumo_ev": [-3.247, -5.344], "orbital_gap_ev": [7.630, 6.228], "charge": 1, "species": ["Ru", "N", "C", "C", "C", "O", "O", "H", "H", "H", "H", "H", "H", "O", "C", "C", "C", "C", "C", "C", "Ge", "C", "C", "C", "C", "C", "C", "C", "C", "C", "C", "C", "C", "H", "H", "H", "H", "H", "H", "H", "H", "H", "H", "H", "H", "H", "H", "H", "S", "C", "N", "C", "C", "C", "N", "H", "H", "H", "H", "H", "H", "H", "H"], "positions_angstrom": [[-1.6753, -1.3118, -1.1547], [-3.5050, -2.6082, -1.6781], [-4.0770, -3.0494, -2.9716], [-2.9460, -3.2822, -3.9619], [-2.1897, -1.9875, -4.2011], [-2.2508, -1.4041, -5.2493], [-1.4446, -1.5392, -3.1914], [-3.3444, -3.3992, -1.0430], [-4.1945, -2.2096, -1.0503], [-4.7381, -2.2672, -3.3411], [-4.6634, -3.9569, -2.8296], [-3.3437, -3.6283, -4.9117], [-2.2657, -4.0488, -3.5827], [-2.4308, -1.5401, 0.4489], [2.9996, -3.0978, 1.7096], [3.2439, -1.7442, 1.5198], [2.1854, -0.8652, 1.3472], [0.8749, -1.3367, 1.3726], [0.6365, -2.6954, 1.5633], [1.6975, -3.5734, 1.7314], [-0.5979, -0.1113, 1.1340], [-1.8288, -0.0624, 2.6293], [-2.9910, 0.7036, 2.5502], [-3.8687, 0.7548, 3.6174], [-3.5929, 0.0408, 4.7770], [-2.4397, -0.7195, 4.8664], [-1.5590, -0.7732, 3.7936], [-0.0921, 1.7825, 0.8977], [-0.3548, 2.6171, -0.1828], [0.0462, 3.9458, -0.1619], [0.7195, 4.4556, 0.9381], [0.9755, 3.6359, 2.0260], [0.5621, 2.3122, 2.0092], [3.8267, -3.7823, 1.8433], [4.2620, -1.3745, 1.5092], [2.3826, 0.1916, 1.1970], [-0.3810, -3.0718, 1.5848], [1.5083, -4.6281, 1.8812], [-3.2137, 1.2688, 1.6509], [-4.7689, 1.3516, 3.5500], [-4.2795, 0.0817, 5.6122], [-2.2234, -1.2729, 5.7708], [-0.6580, -1.3713, 3.8755], [-0.8945, 2.2461, -1.0462], [-0.1764, 4.5901, -1.0040], [1.0302, 5.4920, 0.9540], [1.4889, 4.0275, 2.8942], [0.7578, 1.6889, 2.8769], [0.5226, -0.1403, -1.9136], [1.9309, 0.8457, -2.0296], [3.0996, 0.3885, -1.5974], [4.3147, 1.2055, -1.5424], [4.2788, 2.2216, -2.6705], [2.9719, 2.9948, -2.6147], [1.8581, 2.0438, -2.5875], [3.0817, -0.5060, -1.1326], [5.1736, 0.5439, -1.6256], [4.3668, 1.7080, -0.5726], [4.3533, 1.7039, -3.6275], [5.1219, 2.9037, -2.5889], [2.8502, 3.6325, -3.4870], [2.9275, 3.6272, -1.7237], [0.9401, 2.3532, -2.8566]], "forces_ev_per_a": [[-0.15, -0.33, -1.92], [-0.59, -0.69, 1.43], [0.27, 0.03, 0.01], [0.05, -0.05, 0.08], [0.34, 0.01, 0.15], [-0.12, 0.15, -0.24], [-0.26, -0.11, 0.55], [0.60, -0.38, -0.74], [-0.58, 0.82, -0.45], [-0.01, 0.04, 0.04], [-0.04, 0.01, -0.02], [-0.05, 0.04, -0.04], [0.02, 0.03, 0.06], [0.81, 0.54, 0.51], [0.03, -0.06, -0.01], [0.05, 0.03, -0.02], [0.01, 0.06, 0.00], [-0.11, -0.05, -0.16], [-0.06, -0.01, 0.03], [0.01, -0.03, 0.01], [-0.46, 0.39, 0.91], [0.12, -0.09, 0.04], [0.07, 0.07, -0.05], [-0.06, 0.02, 0.02], [-0.05, 0.01, 0.03], [0.03, -0.02, 0.06], [0.04, -0.05, -0.01], [-0.06, -0.24, -0.36], [-0.14, -0.04, -0.06], [-0.01, 0.05, -0.03], [0.02, 0.02, -0.02], [0.05, 0.03, 0.04], [0.04, -0.20, 0.12], [0.00, 0.00, 0.00], [0.01, 0.00, 0.04], [-0.03, -0.02, 0.03], [0.01, 0.02, 0.02], [0.00, 0.00, 0.00], [0.00, 0.00, 0.01], [0.00, 0.00, 0.00], [0.00, 0.00, 0.00], [0.01, 0.00, 0.00], [-0.01, -0.01, -0.01], [0.04, -0.05, 0.01], [-0.03, 0.00, 0.01], [0.00, 0.00, 0.00], [0.00, -0.01, 0.01], [-0.03, 0.03, 0.02], [0.32, 0.02, -0.57], [-0.15, -0.13, 0.46], [0.17, 0.06, 0.13], [-0.10, -0.03, -0.03], [-0.05, -0.04, -0.03], [-0.03, -0.08, 0.04], [0.04, 0.25, 0.06], [-0.01, -0.02, 0.00], [0.01, -0.01, -0.05], [0.02, 0.01, 0.01], [0.03, 0.00, -0.02], [0.02, 0.02, 0.02], [0.01, -0.01, -0.04], [0.01, 0.00, 0.01], [-0.06, -0.02, -0.07]]}